1.
C2H7N4S | ωB97M-V/def2-TZVPD

```
14
Properties=species:S:1:pos:R:3:forces:R:3:mulliken_charge:R:1
N -2.1917 0.0513 0.6367 -0.69 -0.42 -0.19 -0.12
N -1.4828 1.1000 0.8163 5.75 -0.76 -0.12 -0.21
C -0.0646 1.0075 0.6171 -5.37 2.17 1.12 -0.34
N 0.6278 -0.2043 0.2835 -0.63 0.78 1.78 -0.08
S 0.7141 -1.5791 1.4770 -0.95 2.00 1.15 -0.06
C 1.3035 -0.4492 -0.7797 0.20 -0.91 -3.81 0.25
N 1.3899 0.2075 -1.9592 -0.62 -0.25 1.88 -0.33
H -3.1365 0.0130 0.9483 -0.64 0.65 0.09 0.24
H -1.9299 -0.6921 0.0446 0.72 -1.09 -0.48 0.22
H 0.2772 1.9516 1.1366 0.91 -1.59 -1.11 0.35
H 0.2670 -0.6869 2.4958 0.65 -1.32 -1.08 0.25
H 1.6879 -1.4596 -0.8791 0.53 0.09 0.48 0.30
H 1.7209 -0.2964 -2.7879 -0.12 0.49 0.68 0.28
H 0.8170 1.0367 -2.0500 0.27 0.16 -0.37 0.25
```
Forces are in eV/Å.

Maximum force in Eh/bohr: 0.1148
SMILES: N/N=C\N(S)C=[NH2+]
Energy in eV: -18973.438
Total charge: +1
Frontier orbital gap in eV: 8.7
HOMO level in hartree: -0.47833

=====

2.
C9H14F12KNO13S4 | ωB97M-V/def2-TZVPD

```
54
Properties=species:S:1:pos:R:3:forces:R:3:mulliken_charge:R:1
K 0.0125 1.3820 -0.2483 11.36 8.09 7.72 1.05
C 0.0541 -1.0539 0.8614 2.20 -1.81 -1.32 -1.94
N -0.0380 -2.2474 -0.1360 0.79 -0.58 1.76 0.72
C -0.8623 -1.8084 -1.3667 1.01 -3.03 2.24 -0.46
C 1.3232 -2.6741 -0.7350 -0.96 -0.04 0.68 -1.00
C -0.7714 -3.3668 0.6817 -0.61 -0.83 -1.70 -0.37
C 0.0884 -4.2982 1.5026 0.28 0.33 0.55 -1.07
O 1.0055 -3.5283 2.2463 0.89 -0.28 0.01 -0.44
H 0.8876 -1.2814 1.5259 -0.31 -0.16 0.07 0.60
H -0.8715 -1.0105 1.4354 1.14 -0.05 -2.30 -0.07
H 0.4158 -0.2106 0.2731 -0.27 -2.72 0.77 1.13
H -0.3398 -1.1213 -2.0323 0.66 -0.27 1.23 0.27
H -1.8038 -1.4698 -0.9343 1.41 -1.61 0.12 -0.29
H -0.9134 -2.7870 -1.8440 -0.75 0.20 -0.64 0.42
H 1.6739 -1.8639 -1.3744 -0.24 0.00 0.01 0.33
H 1.1083 -3.5703 -1.3170 0.10 0.10 -0.20 0.47
H 2.1205 -2.9062 -0.0289 -0.48 0.15 0.45 0.23
H -1.3025 -4.0169 -0.0135 0.42 -0.14 -0.82 0.56
H -1.6724 -3.0833 1.2256 0.69 1.40 0.26 0.31
H 0.5372 -5.0526 0.8564 0.69 0.16 -0.16 0.27
H -0.4567 -4.8938 2.2350 -0.87 0.09 -0.33 0.54
H 1.0484 -3.8608 3.1458 0.05 0.12 -0.04 0.29
C -4.0215 -0.3547 -0.7265 0.99 1.33 -0.21 0.70
F -3.7426 -1.5788 -0.3769 0.70 -2.85 0.40 -0.34
F -5.0796 -0.4235 -1.5048 -0.78 0.34 -1.20 -0.26
F -4.4280 0.2029 0.4153 0.23 1.24 0.12 -0.26
S -2.3476 0.3598 -1.5998 -2.98 1.98 -5.88 1.16
O -1.9606 -0.6395 -2.6508 -3.37 2.44 -0.19 -0.76
O -2.7238 1.6227 -2.2290 -0.55 -1.22 1.40 -0.76
O -1.3455 0.5171 -0.5884 -16.82 -10.14 -2.42 -0.83
C 1.4788 4.0275 -2.9656 -0.24 -0.64 1.67 0.55
F 1.1751 4.4796 -1.7150 -1.36 -0.11 -2.64 -0.17
F 0.7182 4.6686 -3.8745 0.51 -0.10 0.47 -0.27
F 2.7702 4.3115 -3.1479 -0.28 0.21 -0.70 -0.24
S 1.2592 2.1416 -3.0691 0.89 -4.23 -1.27 1.28
O 0.8836 1.9121 -4.5015 0.35 1.12 2.19 -0.76
O 2.5420 1.5003 -2.6831 -2.51 1.23 -2.49 -0.71
O 0.2550 1.6937 -2.0503 1.93 3.26 -11.36 -0.42
C -1.7844 -0.7618 3.1337 1.50 1.73 0.92 0.59
F -2.3985 -0.7772 4.3173 -0.27 -0.60 -0.52 -0.29
F -0.6954 -1.6429 3.2258 -2.39 0.27 0.51 -0.19
F -2.6524 -1.0553 2.1394 0.40 -0.77 1.15 -0.14
S -1.0596 0.9831 2.8848 3.24 3.66 1.82 1.24
O -0.1668 0.9477 1.7188 -2.05 -0.61 6.42 -0.23
O -2.1958 1.8838 2.6805 0.36 -1.65 0.53 -0.78
O -0.2040 1.2491 4.1018 -2.80 -1.36 -1.73 -0.75
C 3.3716 4.5602 0.4978 -1.44 -2.92 -0.30 0.50
F 4.6747 4.6510 0.7157 0.68 0.53 -0.84 -0.24
F 2.8010 5.0929 1.5644 -0.67 1.11 0.21 -0.24
F 2.9219 5.0709 -0.6464 1.99 2.42 0.90 -0.18
S 2.7846 2.8171 0.2864 0.95 -2.78 -2.84 1.26
O 1.3502 2.7586 -0.0164 5.60 6.14 1.47 -0.59
O 3.5516 2.2391 -0.8697 -0.04 2.50 4.14 -0.70
O 3.0247 2.2665 1.5747 1.02 -0.69 1.92 -0.71
```
Forces are in eV/Å.

Maximum force in Eh/bohr: 0.3849
Energy in eV: -129928.960
Total charge: -2
Frontier orbital gap in eV: 6.0
HOMO level in hartree: -0.09323

=====

3.
C32H76BF2N6O7PbS2 | ωB97M-V/def2-TZVPD

```
127
Properties=species:S:1:pos:R:3:forces:R:3:mulliken_charge:R:1
Pb -0.3146 -3.6691 1.0252 0.38 -0.31 -0.75 1.01
B -0.2439 -0.9782 0.6898 0.10 0.09 -0.34 2.22
H -1.0826 -1.4331 1.4445 -0.27 -0.09 0.45 -0.54
H -0.7896 -0.0747 0.1205 -0.05 0.41 -0.12 -0.48
H 0.7848 -0.6979 1.2265 0.12 0.15 0.33 -0.49
H 0.0203 -1.7731 -0.1823 0.18 -0.14 -0.12 -0.70
C -1.9407 -1.8625 6.6165 0.27 -0.92 0.72 -1.41
C -0.7072 -1.0679 6.2232 0.08 0.06 -0.78 -0.04
C -0.9447 -0.4359 4.8533 0.37 0.21 0.58 -0.87
N 0.1769 0.4874 4.4014 -0.76 0.10 -0.01 0.93
C 1.4213 -0.2840 4.1625 0.24 0.49 -0.92 -1.15
C 0.3235 1.6377 5.3924 -0.53 -0.05 1.01 -0.61
C 0.2482 2.9437 4.6266 -0.50 -0.27 0.59 -0.95
C -0.7640 2.5765 3.5459 -0.05 0.50 -0.12 -0.75
C -0.3059 1.1830 3.1588 0.42 1.01 -1.58 1.08
H -2.1231 -2.7408 5.9915 0.05 0.30 -0.41 0.33
H -2.8593 -1.2840 6.6894 0.09 0.16 -0.01 0.38
H -1.7444 -2.3345 7.5824 -0.20 0.31 0.14 0.41
H 0.1758 -1.7074 6.1788 -0.13 -0.20 0.05 0.33
H -0.4663 -0.2964 6.9540 -0.24 0.00 0.12 0.35
H -1.8309 0.1973 4.9090 -0.07 -0.05 -0.19 0.46
H -1.0627 -1.1798 4.0670 -0.03 -0.03 -0.01 0.01
H 2.1368 0.3978 3.7009 0.19 0.08 0.47 0.54
H 1.2375 -1.0022 3.3648 -0.19 -0.30 0.32 0.28
H 1.7930 -0.7226 5.0785 0.02 -0.03 0.02 0.32
H 1.1118 1.5212 6.1340 0.49 -0.26 -0.57 0.43
H -0.5749 1.5688 6.0072 -0.09 0.13 -0.12 0.40
H 1.2135 3.2848 4.2593 -0.05 0.01 -0.17 0.36
H -0.1747 3.6719 5.3170 0.31 0.28 -0.12 0.44
H -0.7256 3.2719 2.7062 0.17 -0.22 -0.16 0.48
H -1.7964 2.6622 3.8936 0.09 -0.35 0.32 0.32
H 0.5306 1.3586 2.4764 0.37 -0.32 0.40 -0.38
H -0.9695 0.6203 2.5090 -0.30 -0.47 0.68 -0.96
C -8.7201 -1.8304 -0.9894 -0.17 -0.07 0.85 -1.40
C -7.3077 -1.8477 -0.4040 0.10 0.16 -0.44 -0.19
C -6.6619 -0.4953 -0.6408 0.31 0.06 0.61 -0.88
N -5.2791 -0.3820 -0.0254 0.74 0.92 0.28 0.60
C -4.3169 -1.4410 -0.4547 -0.09 0.05 0.07 -1.23
C -4.6670 0.9691 -0.3155 0.02 0.88 -0.46 -1.01
C -3.6560 1.2616 0.8007 -0.03 0.63 -0.03 0.41
C -4.0104 0.2913 1.9339 0.48 -0.67 -0.31 -0.36
C -5.3273 -0.3006 1.4661 -0.45 -0.55 1.00 -1.12
H -9.3158 -1.0758 -0.4697 0.03 0.13 -0.18 0.35
H -9.2118 -2.7703 -0.7457 0.01 -0.10 -0.37 0.40
H -8.7492 -1.6317 -2.0570 0.05 -0.13 -0.05 0.36
H -6.7061 -2.6385 -0.8552 -0.11 -0.01 -0.13 0.32
H -7.3435 -2.0589 0.6663 -0.11 0.04 0.02 0.34
H -7.2116 0.2922 -0.1229 -0.21 -0.03 -0.17 0.45
H -6.5788 -0.2068 -1.6879 0.06 -0.24 -0.09 0.46
H -3.3479 -1.2819 0.0226 -0.12 0.13 -0.05 0.15
H -4.1909 -1.3591 -1.5299 -0.13 -0.27 -0.06 0.44
H -4.6985 -2.4092 -0.1533 -0.03 -0.07 -0.20 0.52
H -4.1914 1.0080 -1.2947 -0.09 -0.48 -0.07 0.37
H -5.4536 1.7218 -0.3735 -0.24 -0.24 0.30 0.36
H -2.6627 1.1338 0.3711 0.15 -0.29 0.46 -0.76
H -3.6958 2.2960 1.1435 -0.27 0.04 -0.24 0.74
H -3.1870 -0.4252 2.0029 -0.32 -0.33 0.10 -0.18
H -4.1677 0.6614 2.9454 0.14 0.55 -0.18 0.67
H -5.5935 -1.2478 1.9328 0.17 -0.19 -0.30 0.53
H -6.1242 0.3883 1.7517 -0.07 0.06 -0.34 0.46
C 0.1630 3.3683 -3.0128 -0.72 0.44 -0.47 -1.61
C -0.6160 2.1038 -2.6399 0.67 0.28 -0.21 -0.12
C 0.2495 0.8608 -2.8297 0.12 -0.62 -0.08 -0.26
N -0.4039 -0.3094 -3.5293 -0.14 -0.13 -0.38 0.62
C -1.7612 -0.5652 -2.9688 0.49 -0.81 0.43 -1.03
C 0.4299 -1.5329 -3.3108 1.18 -0.60 0.86 0.65
C 0.2173 -2.4613 -4.4832 0.61 -0.07 -0.13 -0.76
C -0.1654 -1.5412 -5.6479 -0.84 -0.18 -0.55 -0.94
C -0.4273 -0.1618 -5.0634 -0.12 0.92 0.98 -0.48
H 0.4588 3.3980 -4.0649 0.44 -0.49 0.13 0.40
H 1.0038 3.5316 -2.3419 0.11 0.10 -0.15 0.31
H -0.5033 4.2349 -2.9973 0.08 0.01 0.59 0.45
H -1.5134 2.0672 -3.2550 -0.06 -0.04 0.08 0.36
H -0.8838 2.1836 -1.5849 -0.36 -0.13 -0.09 0.00
H 0.6003 0.4335 -1.8876 -0.15 0.23 0.14 0.03
H 1.1374 1.0539 -3.4329 -0.04 0.21 0.02 0.69
H -1.5425 -0.7985 -1.9269 -0.52 0.28 0.18 -0.11
H -2.1690 -1.4837 -3.3886 0.05 0.09 -0.28 0.65
H -2.4433 0.2634 -3.1093 0.10 0.11 -0.07 0.42
H 0.2556 -2.0262 -2.3542 -0.69 0.28 0.00 -1.17
H 1.4609 -1.2018 -3.1521 0.06 0.08 -0.72 0.48
H -0.4856 -3.2568 -4.2406 -0.34 0.25 -0.15 0.43
H 1.1442 -2.9841 -4.7138 0.03 0.02 0.14 0.47
H -1.0523 -1.8891 -6.1780 -0.01 -0.10 0.11 0.29
H 0.6090 -1.5032 -6.4100 0.13 0.14 0.13 0.36
H -1.3803 0.3321 -5.2482 -0.06 -0.33 -0.52 0.49
H 0.3402 0.5736 -5.2999 0.12 -0.17 -0.08 0.38
C 7.9689 4.5560 -2.5080 -1.26 0.12 -0.69 -1.44
C 7.3782 3.5245 -1.5477 1.14 -0.02 0.35 -0.27
C 6.0346 2.9918 -1.9922 -1.33 1.12 0.55 -0.73
N 5.4822 1.8373 -1.1850 -0.21 -0.35 -0.23 0.40
C 6.0266 0.5589 -1.7511 0.12 0.27 0.06 -0.89
C 5.7687 2.0517 0.3052 0.18 -0.81 -0.65 -0.91
C 4.6741 1.3116 1.0784 -0.14 0.26 -0.12 -0.48
C 3.6246 0.9044 0.0262 0.21 0.17 0.23 0.87
C 3.9841 1.7353 -1.1949 -0.31 0.26 0.29 -1.21
H 8.9768 4.8594 -2.2527 0.11 -0.21 -0.03 0.38
H 7.3489 5.4574 -2.5410 0.07 0.03 0.27 0.35
H 7.8831 4.1784 -3.5300 0.61 -0.07 -0.01 0.36
H 7.2715 4.0147 -0.5797 -0.09 -0.07 0.04 0.37
H 8.1379 2.7541 -1.3799 -0.22 -0.24 -0.20 0.40
H 5.8951 2.7942 -3.0536 0.43 -0.38 0.00 0.44
H 5.3142 3.7888 -1.7680 0.07 0.07 -0.21 0.32
H 5.6881 0.4639 -2.7814 -0.06 0.19 0.00 0.36
H 5.6285 -0.2929 -1.2062 0.39 -0.04 0.23 0.43
H 7.1078 0.6652 -1.7652 0.05 -0.46 0.24 0.33
H 6.7732 1.6654 0.4490 0.07 0.27 0.36 0.34
H 5.7099 3.1218 0.4603 0.17 0.05 0.08 0.36
H 5.0572 0.4693 1.6472 0.02 -0.05 -0.05 0.39
H 4.2159 2.0161 1.7718 0.16 -0.06 0.17 0.31
H 3.6515 -0.1595 -0.1833 -0.15 0.00 -0.01 -0.45
H 2.6301 1.1919 0.3671 -0.11 -0.29 -0.12 -0.08
H 3.6019 1.2882 -2.1094 0.24 0.26 -0.23 0.69
H 3.6108 2.7505 -1.0452 -0.03 0.00 -0.32 0.35
N -2.2288 -4.1818 -0.9701 0.29 -1.12 -0.05 1.03
O -1.3818 -3.2467 -1.1406 0.09 0.79 0.34 -0.31
O -3.3411 -4.1257 -1.4028 -0.65 0.28 -0.51 -0.63
O -1.8094 -5.1636 -0.3080 -0.14 -0.03 0.69 -0.70
N 1.7298 -3.9284 -0.2331 1.07 -1.36 -1.61 -0.02
S 3.1580 -3.2346 -0.1587 1.43 2.96 3.41 0.82
O 3.3381 -2.1137 -1.0232 -0.49 0.08 -0.35 -0.53
O 4.2788 -4.0280 0.1520 0.18 -1.04 -0.81 -0.56
F 2.9250 -2.5581 1.3113 -0.67 0.23 -0.54 -0.32
S 2.0761 -5.0174 -1.4641 -2.69 -1.71 -1.79 0.95
O 2.7598 -6.1815 -1.0866 0.58 -0.03 0.70 -0.52
O 2.3587 -4.3567 -2.6916 0.48 0.60 0.36 -0.51
F 0.5931 -5.5122 -1.6846 -0.07 0.34 0.49 -0.24
```
Forces are in eV/Å.

Maximum force in Eh/bohr: 0.0921
Energy in eV: -90690.739
Total charge: +3
Frontier orbital gap in eV: 9.6
HOMO level in hartree: -0.60264

=====

4.
C3H10NO4 | ωB97M-V/def2-TZVPD

```
18
Properties=species:S:1:pos:R:3:forces:R:3:mulliken_charge:R:1
C -0.4309 0.7904 -1.9951 5.48 1.38 0.46 -0.33
N 0.0752 -0.1439 -0.9841 -0.78 0.71 -0.12 -0.21
C 0.9276 0.1929 0.1081 -3.87 -0.10 -0.40 0.53
O 1.5392 1.2289 -0.0786 1.73 0.75 0.99 -0.69
O 0.6331 -0.5431 1.1202 1.60 0.09 -0.18 -0.94
C -1.8109 0.6066 -2.5587 0.54 0.16 -0.89 -0.91
H -0.1303 1.8756 -1.5770 -1.32 -2.24 -0.69 0.26
H 0.4700 0.6802 -2.7120 -1.95 0.58 -0.47 0.21
H -0.2408 -1.0646 -0.9784 -0.98 -1.38 0.08 0.17
H -1.8318 1.0753 -3.5661 0.19 -0.92 0.09 0.29
H -2.4598 1.3040 -2.0754 -0.98 -0.29 1.03 0.26
H -2.1223 -0.4683 -2.5574 -0.05 1.11 -0.07 0.27
H 1.7384 -1.0520 3.0262 -2.51 1.79 0.81 0.38
H 2.3657 -1.7074 1.9562 -0.89 -1.08 -5.45 0.28
O 2.5008 -1.4981 2.8003 3.73 -0.74 4.95 -0.62
H -0.8276 -0.8713 3.8430 0.64 1.29 0.10 0.31
H -0.0861 -0.3471 2.6312 0.07 1.29 1.05 0.43
O -0.3097 -0.0580 3.5979 -0.66 -2.39 -1.28 -0.70
```
Forces are in eV/Å.

Maximum force in Eh/bohr: 0.1213
Energy in eV: -12954.227
Total charge: -1
Frontier orbital gap in eV: 7.8
HOMO level in hartree: -0.15085